Entry 1:
Below is 2 unconnected molecules or ions with the total composition C4H13N2O, with properties calculated with ωB97M-V/def2-TZVPD.

Computed properties:
strongest force on any atom: 4.79 eV Å⁻¹
gap between HOMO and LUMO: 5.8 eV
total charge: +1
E_HOMO: -0.4835 Eh
energy: -9376.216 eV

Element x y z (Å)
N  1.077  -3.181  -0.482
C  0.338  0.249  0.987
C  0.408  0.292  -0.416
C  0.592  1.706  -1.188
O  0.770  1.329  -2.497
C  -0.847  0.787  1.676
N  -2.137  0.277  1.134
H  1.357  -4.109  -0.739
H  1.575  -2.729  0.265
H  0.101  -3.098  -0.257
H  1.208  0.467  1.617
H  -0.541  -0.046  -0.845
H  1.147  -0.302  -0.964
H  1.438  2.238  -0.752
H  -0.311  2.310  -1.089
H  0.235  1.886  -3.075
H  -0.777  0.584  2.748
H  -0.891  1.875  1.505
H  -1.904  -0.526  0.573
H  -2.839  -0.009  1.800


Entry 2:
Below is a molecular structure, C35H38ClN3O2Ta, with properties calculated with ωB97M-V/def2-TZVPD.

Computed properties:
strongest force on any atom: 1.78 eV Å⁻¹
gap between HOMO and LUMO: 6.8 eV
total charge: +1
E_HOMO: -0.3848 Eh
energy: -59546.431 eV

Element x y z (Å)
Ta  -1.061  0.160  -0.282
C  -2.341  1.735  0.733
C  -1.936  3.092  0.330
C  -3.009  3.738  -0.191
C  -4.154  2.845  -0.177
C  -3.775  1.666  0.378
H  -2.078  1.475  1.758
H  -0.963  3.517  0.535
H  -3.024  4.759  -0.554
H  -5.146  3.101  -0.527
H  -4.415  0.816  0.577
Cl  -0.375  -7.150  -0.632
C  -0.876  -5.499  -0.532
C  -1.709  -5.088  0.502
C  -2.097  -3.760  0.591
C  -1.642  -2.846  -0.336
O  -1.985  -1.527  -0.246
C  -0.820  -3.251  -1.373
C  -0.332  -2.310  -2.372
N  -0.321  -1.037  -2.252
C  0.174  -0.259  -3.323
C  1.207  -0.582  -4.152
C  1.547  0.281  -5.218
C  0.814  1.409  -5.449
C  -0.253  1.753  -4.581
C  -1.092  2.875  -4.770
C  -2.094  3.109  -3.885
C  -2.225  2.278  -2.752
N  -1.459  1.236  -2.520
C  -0.515  0.940  -3.474
C  -0.452  -4.593  -1.480
H  -2.056  -5.809  1.230
H  -2.753  -3.420  1.382
H  0.038  -2.750  -3.300
H  1.772  -1.494  -3.995
H  2.382  0.030  -5.859
H  1.034  2.052  -6.293
H  -0.938  3.519  -5.629
H  -2.781  3.934  -4.012
H  -2.980  2.478  -2.021
H  0.188  -4.917  -2.293
C  0.367  -1.257  4.530
C  -0.583  -0.188  3.972
C  -1.624  -0.875  3.091
C  0.254  0.976  3.419
C  0.698  1.875  4.392
C  1.608  2.873  4.115
C  2.165  2.951  2.846
C  1.752  2.105  1.831
C  2.552  2.141  0.519
C  1.791  2.215  -0.819
C  3.516  0.949  0.483
C  0.726  1.177  2.113
N  0.081  0.625  0.982
H  -0.191  -2.002  5.102
H  1.119  -0.816  5.185
H  0.887  -1.772  3.721
H  -1.118  0.229  4.828
H  -1.152  -1.418  2.273
H  -2.362  -0.184  2.687
H  -2.166  -1.609  3.694
H  0.317  1.767  5.403
H  1.910  3.567  4.889
H  2.938  3.684  2.638
H  3.153  3.050  0.581
H  1.451  1.221  -1.136
H  2.465  2.575  -1.601
H  0.939  2.896  -0.781
H  2.953  0.019  0.386
H  4.114  0.902  1.396
H  4.198  1.029  -0.369
C  2.801  -3.402  0.858
C  1.681  -2.396  0.972
O  1.462  -1.694  -0.261
H  3.016  -3.843  1.833
H  3.714  -2.923  0.497
H  2.531  -4.216  0.178
H  1.915  -1.637  1.716
H  0.750  -2.890  1.266
H  1.872  -2.206  -0.966


Entry 3:
Below is a gas-phase ion, C2H6N3 (charge +1), with properties calculated with ωB97M-V/def2-TZVPD.

Computed properties:
strongest force on any atom: 4.41 eV Å⁻¹
gap between HOMO and LUMO: 11.6 eV
SMILES: C1N[C@]12N[NH2+]2
total charge: +1
E_HOMO: -0.5595 Eh
energy: -6630.097 eV

Element x y z (Å)
C  -0.505  -0.360  1.217
N  0.756  0.326  1.265
C  0.079  0.346  0.038
N  -0.179  0.867  -1.190
N  0.542  -0.375  -1.270
H  -1.494  0.045  1.549
H  -0.571  -1.452  1.637
H  1.020  1.116  1.860
H  -1.080  0.934  -1.616
H  1.485  -0.346  -1.842
H  -0.054  -1.101  -1.649


Entry 4:
Below is a molecular structure, C6H13NO5, with properties calculated with ωB97M-V/def2-TZVPD.

Computed properties:
strongest force on any atom: 7.96 eV Å⁻¹
gap between HOMO and LUMO: 9.6 eV
E_HOMO: -0.3397 Eh
energy: -18152.423 eV

Element x y z (Å)
C  -0.324  2.379  -0.606
C  0.247  0.864  -0.714
C  -0.872  -1.319  -0.632
C  0.012  -1.567  0.519
C  0.939  -0.558  1.369
C  1.440  0.430  0.139
H  -2.039  2.459  -0.771
H  0.524  3.043  -0.865
H  -0.515  2.556  0.590
H  0.986  1.065  -1.783
H  -1.476  0.459  -1.648
H  -0.314  -1.584  -1.428
H  -1.811  -3.024  -0.617
H  -0.465  -1.913  1.627
H  1.606  -3.060  0.396
H  1.759  -0.855  2.070
H  -0.503  1.045  1.582
H  2.136  -0.108  -0.603
H  3.026  1.743  0.577
N  -1.135  0.215  -0.706
O  -1.441  2.861  -1.316
O  -2.095  -2.040  -0.924
O  0.772  -2.889  -0.171
O  0.132  0.156  2.184
O  2.178  1.324  0.897


Entry 5:
Below is a single C5H8O molecule, with properties calculated with ωB97M-V/def2-TZVPD.

Computed properties:
strongest force on any atom: 0.68 eV Å⁻¹
gap between HOMO and LUMO: 10.4 eV
SMILES: C[C@H]1CCC1=O
E_HOMO: -0.3462 Eh
energy: -7361.327 eV

Element x y z (Å)
C  1.811  -0.468  0.245
C  0.516  0.274  -0.120
C  -0.691  -0.207  -1.014
C  -1.693  0.385  0.037
C  -0.526  0.382  0.995
O  -0.464  0.182  2.182
H  2.370  0.060  1.041
H  1.596  -1.468  0.633
H  2.486  -0.549  -0.612
H  0.789  1.285  -0.462
H  -0.768  0.241  -2.014
H  -0.862  -1.287  -1.095
H  -2.034  1.397  -0.209
H  -2.529  -0.228  0.393


Entry 6:
Below is a single C19H34ClF2NO4S molecule, with properties calculated with ωB97M-V/def2-TZVPD.

Computed properties:
strongest force on any atom: 1.40 eV Å⁻¹
gap between HOMO and LUMO: 9.8 eV
SMILES: CC[C@@H](F)[C@@]1(OC[C@H](C)O)NC(=O)[C@@](S)(C[C@H](C)F)[C@]1(CCCCl)C[C@@H](C)O
E_HOMO: -0.3452 Eh
energy: -58727.172 eV

Element x y z (Å)
C  -1.767  3.427  0.470
C  -2.054  1.919  0.362
C  -1.393  1.257  -0.853
F  -0.433  2.064  -1.456
C  -0.820  -0.168  -0.621
O  -1.920  -0.814  -0.044
C  -2.219  -2.129  -0.459
C  -3.176  -2.200  -1.678
C  -2.541  -2.798  -2.924
O  -3.730  -0.926  -1.975
N  -0.517  -0.679  -1.942
C  0.832  -0.913  -2.159
O  1.353  -1.090  -3.248
C  1.501  -0.982  -0.792
S  1.492  -2.868  -0.659
C  3.005  -0.639  -0.804
C  3.475  0.748  -1.214
C  3.012  1.267  -2.555
F  4.884  0.645  -1.256
C  0.524  -0.296  0.236
C  1.034  1.080  0.698
C  2.134  1.080  1.756
C  2.241  2.493  2.330
Cl  3.536  2.559  3.562
C  0.259  -1.185  1.478
C  -0.442  -0.561  2.701
C  -1.799  -1.211  2.988
O  0.368  -0.760  3.875
H  -2.430  3.966  -0.202
H  -2.006  3.759  1.479
H  -0.735  3.670  0.249
H  -1.812  1.415  1.291
H  -3.129  1.814  0.241
H  -2.182  1.106  -1.590
H  -2.738  -2.576  0.390
H  -1.332  -2.737  -0.626
H  -3.988  -2.876  -1.402
H  -1.878  -3.604  -2.613
H  -1.975  -2.063  -3.486
H  -3.301  -3.241  -3.564
H  -4.607  -0.862  -1.607
H  -0.868  -0.134  -2.721
H  2.219  -3.014  0.456
H  3.409  -0.874  0.181
H  3.484  -1.340  -1.483
H  3.290  1.522  -0.474
H  1.958  1.542  -2.484
H  3.149  0.555  -3.359
H  3.546  2.194  -2.751
H  0.211  1.652  1.113
H  1.352  1.647  -0.173
H  3.120  0.836  1.379
H  1.935  0.408  2.584
H  1.312  2.820  2.783
H  2.549  3.177  1.544
H  1.228  -1.529  1.838
H  -0.284  -2.082  1.216
H  -0.633  0.506  2.605
H  -2.056  -1.032  4.029
H  -1.784  -2.278  2.787
H  -2.579  -0.748  2.387
H  0.715  0.081  4.167


Entry 7:
Below is a gas-phase ion, C8H14NS2 (charge +1), with properties calculated with ωB97M-V/def2-TZVPD.

Computed properties:
strongest force on any atom: 3.20 eV Å⁻¹
gap between HOMO and LUMO: 8.9 eV
total charge: +1
E_HOMO: -0.4492 Eh
energy: -31672.879 eV

Element x y z (Å)
C  -2.931  -2.045  -0.260
C  -2.321  0.389  0.088
C  -1.018  1.132  -0.309
C  -2.066  -1.077  -0.068
C  0.196  0.519  -0.354
C  1.944  1.902  0.498
C  2.477  0.262  -1.149
C  0.400  -2.003  1.287
N  1.484  0.883  -0.375
S  -4.243  0.993  -0.252
S  -0.195  -1.393  -0.324
H  -2.677  -3.052  -0.686
H  -3.914  -1.699  -0.066
H  -2.496  0.629  1.113
H  -0.996  2.207  -0.627
H  1.068  2.330  0.968
H  2.350  2.743  -0.028
H  2.594  1.525  1.322
H  3.028  -0.447  -0.345
H  3.099  1.195  -1.362
H  2.107  -0.206  -2.129
H  -0.361  -2.707  1.627
H  0.275  -1.044  1.899
H  1.325  -2.623  1.225
H  -4.355  0.224  -1.388


Entry 8:
Below is a molecular structure, C15H22ClN2PS, with properties calculated with ωB97M-V/def2-TZVPD.

Computed properties:
strongest force on any atom: 0.51 eV Å⁻¹
gap between HOMO and LUMO: 7.9 eV
E_HOMO: -0.3108 Eh
energy: -51538.943 eV

Element x y z (Å)
C  -1.986  4.197  -0.610
C  -2.336  2.860  -1.280
C  -1.104  2.036  -1.667
C  -1.333  0.509  -1.753
C  -0.447  -0.323  -0.855
C  0.405  -1.282  -1.497
C  1.288  -2.086  -0.857
P  2.307  -3.187  -1.911
C  3.885  -2.235  -1.843
C  2.772  -4.598  -0.844
C  1.339  -1.937  0.560
N  2.144  -2.586  1.408
S  1.807  -2.036  2.877
N  0.660  -0.982  2.546
C  0.474  -0.993  1.221
C  -0.446  -0.178  0.499
C  -1.402  0.798  1.149
C  -1.836  0.563  2.598
C  -1.004  1.321  3.622
Cl  -1.461  3.049  3.651
H  -2.100  4.146  0.472
H  -0.956  4.481  -0.829
H  -2.618  5.006  -0.976
H  -2.922  3.055  -2.180
H  -2.986  2.276  -0.626
H  -0.276  2.245  -0.986
H  -0.771  2.380  -2.648
H  -1.134  0.194  -2.777
H  -2.386  0.271  -1.577
H  0.328  -1.370  -2.574
H  4.620  -2.671  -2.515
H  4.270  -2.200  -0.823
H  3.655  -1.214  -2.145
H  1.910  -5.219  -0.608
H  3.464  -5.204  -1.432
H  3.277  -4.294  0.067
H  -2.300  0.778  0.530
H  -1.005  1.813  1.057
H  -2.861  0.923  2.700
H  -1.848  -0.499  2.838
H  0.055  1.277  3.397
H  -1.145  0.914  4.620


Entry 9:
Below is a molecular structure, H12O6, with properties calculated with ωB97M-V/def2-TZVPD.

Computed properties:
strongest force on any atom: 8.40 eV Å⁻¹
gap between HOMO and LUMO: 8.9 eV
E_HOMO: -0.3386 Eh
energy: -12475.882 eV

Element x y z (Å)
O  -1.367  0.597  2.480
H  -2.287  0.680  2.733
H  -1.268  1.191  1.736
O  1.918  -2.017  0.759
H  1.764  -2.585  0.003
H  1.231  -2.256  1.381
O  -0.904  -0.358  -2.015
H  -1.390  0.440  -2.223
H  -0.883  -0.383  -1.059
O  -0.608  1.873  0.635
H  0.286  2.174  0.793
H  -1.126  2.676  0.579
O  1.657  -0.462  -2.356
H  2.177  -1.203  -2.046
H  0.876  -0.469  -1.803
O  -0.149  -0.079  -0.218
H  0.333  -0.597  0.428
H  -0.259  0.777  0.195


Entry 10:
Below is 4 unconnected molecules or ions with the total composition C30H67BN3O10S, with properties calculated with ωB97M-V/def2-TZVPD.

Computed properties:
strongest force on any atom: 2.72 eV Å⁻¹
gap between HOMO and LUMO: 7.4 eV
total charge: -1
E_HOMO: -0.1909 Eh
energy: -68650.767 eV

Element x y z (Å)
C  -1.537  -0.176  5.966
C  -1.432  0.676  5.121
C  -1.353  1.744  4.107
O  -1.326  1.365  2.779
B  -1.150  2.675  2.082
O  -0.311  2.389  0.918
C  -0.521  3.236  -0.189
C  -1.495  2.562  -1.193
O  -0.382  3.515  3.101
C  -0.259  2.869  4.295
C  1.122  2.159  4.460
S  2.414  2.639  3.248
C  2.916  4.321  3.703
C  2.024  5.430  3.129
O  -0.738  3.573  5.418
C  0.214  4.317  6.155
C  0.419  3.640  7.527
C  -0.963  3.516  8.226
H  -1.827  -0.895  6.690
H  -2.287  2.318  4.273
H  -2.184  3.288  1.857
H  0.459  3.353  -0.668
H  -0.878  4.226  0.107
H  -2.284  3.262  -1.481
H  -0.952  2.255  -2.086
H  -1.954  1.703  -0.711
H  1.024  1.091  4.282
H  1.546  2.274  5.458
H  3.052  4.390  4.785
H  3.908  4.445  3.263
H  1.749  5.162  2.112
H  1.110  5.570  3.700
H  2.550  6.390  3.106
H  1.149  4.463  5.617
H  -0.218  5.302  6.366
H  1.100  4.214  8.154
H  0.773  2.626  7.346
H  -0.905  3.735  9.293
H  -1.647  4.253  7.797
H  -1.412  2.544  8.043
C  -2.965  -0.095  -3.882
O  -1.585  -0.041  -3.581
C  -1.121  -1.115  -2.772
C  -0.197  -2.025  -3.557
N  -0.915  -2.779  -4.580
C  -0.044  -3.476  -5.521
C  0.886  -2.634  -6.391
O  0.231  -1.841  -7.364
C  -0.248  -0.589  -6.904
H  -3.237  0.857  -4.334
H  -3.196  -0.897  -4.594
H  -3.562  -0.232  -2.976
H  -1.954  -1.674  -2.338
H  -0.553  -0.675  -1.948
H  0.280  -2.728  -2.868
H  0.588  -1.391  -3.990
H  -1.511  -2.146  -5.097
H  -0.686  -4.057  -6.189
H  0.562  -4.194  -4.960
H  1.515  -3.330  -6.954
H  1.570  -2.021  -5.793
H  0.386  -0.172  -6.118
H  -1.276  -0.662  -6.541
H  -0.247  0.098  -7.752
C  4.501  -0.209  -6.392
O  4.880  0.280  -5.121
C  4.023  -0.136  -4.061
C  4.717  -1.118  -3.140
N  4.934  -2.402  -3.800
C  5.798  -3.323  -3.066
C  7.247  -2.911  -2.814
O  8.051  -2.851  -3.979
C  7.983  -1.637  -4.704
H  5.096  0.313  -7.140
H  4.691  -1.285  -6.483
H  3.443  -0.010  -6.586
H  3.092  -0.560  -4.451
H  3.765  0.757  -3.485
H  4.095  -1.274  -2.254
H  5.658  -0.654  -2.815
H  5.338  -2.237  -4.712
H  5.816  -4.260  -3.628
H  5.328  -3.541  -2.102
H  7.696  -3.687  -2.188
H  7.324  -1.976  -2.248
H  7.814  -0.779  -4.049
H  7.203  -1.671  -5.470
H  8.937  -1.501  -5.214
C  -6.465  -4.640  2.473
O  -6.207  -3.746  3.535
C  -4.870  -3.793  4.028
C  -4.104  -2.531  3.685
N  -3.828  -2.447  2.257
C  -3.291  -1.151  1.825
C  -4.161  0.087  1.997
O  -5.315  0.119  1.158
C  -6.442  -0.569  1.653
H  -7.541  -4.638  2.297
H  -5.963  -4.333  1.551
H  -6.157  -5.659  2.730
H  -4.347  -4.679  3.657
H  -4.935  -3.875  5.117
H  -3.154  -2.534  4.228
H  -4.693  -1.678  4.045
H  -4.681  -2.630  1.746
H  -3.055  -1.242  0.761
H  -2.345  -0.974  2.343
H  -3.550  0.940  1.703
H  -4.443  0.261  3.042
H  -6.495  -0.537  2.744
H  -6.458  -1.612  1.318
H  -7.334  -0.083  1.250


Entry 11:
Below is a molecular structure, C5H15N5O10, with properties calculated with ωB97M-V/def2-TZVPD.

Computed properties:
strongest force on any atom: 10.05 eV Å⁻¹
gap between HOMO and LUMO: 9.1 eV
E_HOMO: -0.3639 Eh
energy: -33329.129 eV

Element x y z (Å)
C  -0.027  0.320  0.429
N  0.316  -0.852  -0.429
O  1.463  -0.993  -0.810
O  -0.611  -1.464  -0.901
H  -0.001  1.149  -0.278
H  0.591  0.482  1.312
H  -1.079  0.175  0.676
C  -0.728  4.034  1.711
N  0.175  2.898  1.893
O  1.220  3.117  2.535
O  -0.256  1.746  1.597
H  -0.742  4.000  0.622
H  -0.258  4.984  1.966
H  -1.764  3.851  1.997
C  1.423  -0.489  -2.866
N  1.705  0.919  -2.431
O  2.524  1.568  -3.077
O  1.077  1.400  -1.510
H  1.785  -0.650  -3.882
H  0.334  -0.532  -2.848
H  1.887  -1.310  -2.319
C  -3.563  -0.295  2.973
N  -2.342  0.272  2.298
O  -1.395  -0.504  2.124
O  -2.342  1.485  2.015
H  -4.234  -0.407  2.121
H  -3.993  0.351  3.739
H  -3.229  -1.294  3.254
C  1.696  -2.785  -1.537
N  1.744  -4.202  -1.911
O  1.365  -4.574  -2.945
O  2.263  -5.069  -1.138
H  2.662  -2.503  -1.119
H  0.898  -2.593  -0.820
H  1.437  -2.234  -2.442